(1)
Computed, not measured: a cluster of 2 separate species, C8H20N2O4P in total in a non-equilibrium geometry, with the ωB97M-V functional and the def2-TZVPD basis.

Calculated values
* net charge: -1
* frontier orbital gap (spin up / spin down): 8.301 / 8.299 eV
* energy relative to the best compared isomer or geometry (same formula, charge and spin): 0.870 eV

Geometry (Å):
C: 3.53383 -0.24542 -0.24052
C: -3.25571 -3.00984 -0.09523
C: 1.83463 2.19699 -2.78214
C: -1.43874 -0.85317 2.44075
C: 2.89319 0.25484 -1.55801
C: -3.21780 -1.60572 0.57253
C: 2.23187 1.56746 -1.43307
C: -2.66919 -1.46292 2.04171
N: 2.60214 3.49537 -0.07823
N: -4.63433 -2.34744 2.74651
O: -0.10230 0.20229 -1.44004
O: 0.79445 0.88871 0.82484
O: 3.18479 2.48255 -0.85389
O: -3.42835 -1.79293 2.97362
P: 0.63087 1.24233 -0.55471
H: 2.92885 0.11005 0.63539
H: 4.42419 0.28544 0.08427
H: 3.60872 -1.30590 -0.34137
H: -2.31972 -3.53786 -0.02130
H: -3.87486 -3.66301 0.56509
H: -3.55816 -2.98265 -1.13401
H: 1.38799 3.29031 -2.70970
H: 2.78642 2.28233 -3.38410
H: 1.13231 1.54897 -3.20762
H: -1.37711 -0.49074 3.50185
H: -1.19315 -0.02275 1.83398
H: -0.56327 -1.52202 2.33676
H: 1.97750 -0.39403 -1.68862
H: 3.52196 0.05850 -2.51694
H: -4.27024 -1.31623 0.71390
H: -2.75599 -0.73102 -0.03765
H: 2.39636 4.22892 -0.79548
H: 1.81771 3.10288 0.42818
H: -0.01668 2.53298 -0.51466
H: -5.01217 -2.48726 3.68789

List of natural (NBO) charges in e, atom by atom: number 1, C, carries -0.63; number 2, C, carries -0.61; number 3, C, carries -0.63; number 4, C, carries -0.70; number 5, C, carries -0.45; number 6, C, carries -0.50; number 7, C, carries -0.13; number 8, C, carries 0.49; number 9, N, carries -0.53; number 10, N, carries -0.65; number 11, O, carries -1.18; number 12, O, carries -1.20; number 13, O, carries -0.43; number 14, O, carries -0.22; number 15, P, carries 1.99; number 16, H, carries 0.26; number 17, H, carries 0.20; number 18, H, carries 0.20; number 19, H, carries 0.20; number 20, H, carries 0.23; number 21, H, carries 0.21; number 22, H, carries 0.19; number 23, H, carries 0.20; number 24, H, carries 0.23; number 25, H, carries 0.22; number 26, H, carries 0.28; number 27, H, carries 0.25; number 28, H, carries 0.26; number 29, H, carries 0.19; number 30, H, carries 0.24; number 31, H, carries 0.25; number 32, H, carries 0.32; number 33, H, carries 0.36; number 34, H, carries -0.20; number 35, H, carries 0.29

(2)
Computed, not measured: a cluster of 2 separate species, C8H20O2 in total in a non-equilibrium geometry, with the ωB97M-V functional and the def2-TZVPD basis.

Calculated values
* net charge: 0
* structure (SMILES): CCOCC.CCOCC
* frontier orbital gap: 10.804 eV
* energy relative to the best compared isomer or geometry (same formula, charge and spin): 2.196 eV

Geometry (Å):
O: 10.46329 6.79786 9.83712
C: 11.93714 4.91642 10.20217
C: 9.58483 8.93524 9.93729
C: 11.12556 5.76045 9.13375
C: 10.28076 7.97736 9.03136
H: 11.31459 4.50631 11.01509
H: 12.70645 5.57153 10.64447
H: 12.44032 4.08016 9.68827
H: 8.48619 8.87695 10.01596
H: 9.85850 9.93863 9.56998
H: 10.01728 8.79862 10.94274
H: 11.81821 6.18144 8.37980
H: 10.38265 5.13860 8.59817
H: 11.27014 8.34298 8.69537
H: 9.65816 7.81525 8.13051
O: 11.89288 0.08917 9.60862
C: 14.40170 0.02005 9.75110
C: 10.23349 1.18937 11.28600
C: 13.07906 0.87269 9.77367
C: 10.74995 0.97407 9.85645
H: 14.15348 -0.87780 10.34175
H: 15.24255 0.54091 10.23923
H: 14.72164 -0.29829 8.74467
H: 10.01375 0.14408 11.56113
H: 9.28736 1.75619 11.27341
H: 10.89389 1.62419 12.05504
H: 13.05632 1.37058 10.76212
H: 13.13012 1.66276 8.99995
H: 10.89556 1.92859 9.31503
H: 9.90312 0.44306 9.38069

List of natural (NBO) charges in e, atom by atom: number 1, O, carries -0.55; number 2, C, carries -0.63; number 3, C, carries -0.63; number 4, C, carries -0.06; number 5, C, carries -0.06; number 6, H, carries 0.21; number 7, H, carries 0.21; number 8, H, carries 0.20; number 9, H, carries 0.21; number 10, H, carries 0.21; number 11, H, carries 0.22; number 12, H, carries 0.16; number 13, H, carries 0.16; number 14, H, carries 0.16; number 15, H, carries 0.17; number 16, O, carries -0.54; number 17, C, carries -0.63; number 18, C, carries -0.65; number 19, C, carries -0.06; number 20, C, carries -0.07; number 21, H, carries 0.22; number 22, H, carries 0.21; number 23, H, carries 0.21; number 24, H, carries 0.21; number 25, H, carries 0.22; number 26, H, carries 0.21; number 27, H, carries 0.16; number 28, H, carries 0.16; number 29, H, carries 0.16; number 30, H, carries 0.19

(3)
Computed, not measured: a structure of composition C8H21ClN5PdS, with the ωB97M-V functional and the def2-TZVPD basis.

Calculated values
* net charge: +1
* frontier orbital gap: 8.599 eV

Geometry (Å):
Pd: 1.78633 0.89289 0.66721
N: 0.76676 2.98644 2.21443
N: 0.84017 4.10754 1.40257
C: 1.33805 4.08204 0.16487
N: 1.36964 5.26455 -0.46458
S: 1.90166 2.74091 -0.68660
H: -0.17382 2.89543 2.57563
H: 1.43109 3.04838 2.97739
H: 0.63534 5.00886 1.81072
H: 0.96495 6.09821 -0.07276
H: 1.73049 5.30601 -1.40180
C: -2.34716 -2.97676 -2.37500
C: -1.16361 -3.37134 -1.50276
N: -0.92066 -2.44639 -0.39126
C: -1.75334 -2.60818 0.80032
C: -2.88538 -1.59154 0.90908
C: -0.01943 -1.45022 -0.46354
C: 0.77800 -1.30434 -1.72758
N: 0.21171 -0.61338 0.51072
H: -2.43359 -3.66169 -3.21856
H: -2.22749 -1.96561 -2.76673
H: -3.28288 -3.01638 -1.81769
H: -0.26005 -3.45487 -2.10019
H: -1.33143 -4.35680 -1.06715
H: -1.11343 -2.57646 1.68649
H: -2.16405 -3.61583 0.76488
H: -2.51301 -0.56680 0.90203
H: -3.43628 -1.74770 1.83668
H: -3.58319 -1.69523 0.07973
H: 1.47246 -2.13761 -1.84124
H: 1.34909 -0.38205 -1.67821
H: 0.13405 -1.27783 -2.60556
H: -0.37665 -0.77643 1.31659
Cl: 3.45059 0.61907 2.73497
C: 3.61104 1.37225 1.12134
H: 4.27655 0.76832 0.50667
H: 3.93748 2.40252 1.19890

List of natural (NBO) charges in e, atom by atom: number 1, Pd, carries 0.58; number 2, N, carries -0.64; number 3, N, carries -0.42; number 4, C, carries 0.31; number 5, N, carries -0.77; number 6, S, carries -0.09; number 7, H, carries 0.38; number 8, H, carries 0.38; number 9, H, carries 0.38; number 10, H, carries 0.41; number 11, H, carries 0.43; number 12, C, carries -0.62; number 13, C, carries -0.21; number 14, N, carries -0.40; number 15, C, carries -0.22; number 16, C, carries -0.62; number 17, C, carries 0.53; number 18, C, carries -0.68; number 19, N, carries -0.88; number 20, H, carries 0.23; number 21, H, carries 0.21; number 22, H, carries 0.21; number 23, H, carries 0.21; number 24, H, carries 0.21; number 25, H, carries 0.20; number 26, H, carries 0.22; number 27, H, carries 0.21; number 28, H, carries 0.23; number 29, H, carries 0.22; number 30, H, carries 0.24; number 31, H, carries 0.24; number 32, H, carries 0.24; number 33, H, carries 0.36; number 34, Cl, carries -0.04; number 35, C, carries -0.45; number 36, H, carries 0.21; number 37, H, carries 0.21

(4)
Computed, not measured: a structure of composition C8H21FO2PS2Tl in a non-equilibrium geometry, with the ωB97M-V functional and the def2-TZVPD basis.

Calculated values
* net charge: +2
* frontier orbital gap: 3.515 eV

Geometry (Å):
C: 3.41555 -1.13271 0.48463
C: 3.45700 0.37026 0.25703
C: 2.27383 0.88183 -0.60712
C: 1.48143 2.02765 0.02525
C: 0.22150 1.56460 0.69133
P: -1.00712 0.90722 -0.68137
C: -2.18702 -0.14775 0.49121
C: -2.32980 -1.63729 0.13672
C: -1.72149 -2.60503 1.14969
S: -0.16453 -2.08017 1.88767
S: -2.40123 0.33733 -2.34754
O: -1.82053 -0.78022 -2.97853
O: -3.71054 0.26403 -1.81964
F: -2.30294 1.54016 -3.28080
H: 4.40241 -1.50859 0.70997
H: 2.78066 -1.38314 1.32986
H: 3.02919 -1.66060 -0.37849
H: 4.37628 0.60295 -0.25746
H: 3.42220 0.89094 1.20099
H: 1.64945 0.01727 -0.85296
H: 2.67849 1.23963 -1.54279
H: 1.24707 2.76800 -0.74361
H: 2.07604 2.52053 0.78578
H: -0.26032 2.43203 1.14977
H: 0.37463 0.83100 1.48190
H: -0.18335 -0.31858 -0.87681
H: -0.18315 1.51929 -1.72916
H: -1.77365 2.15958 -0.49035
H: -1.87255 -0.01175 1.54336
H: -3.19361 0.28389 0.40092
H: -3.39273 -1.84271 0.10077
H: -1.95302 -1.88813 -0.84549
H: -2.41075 -2.84760 1.94108
H: -1.51018 -3.53928 0.64812
H: 0.44830 -1.50150 0.84638
Tl: -2.95549 1.72686 2.16967

List of natural (NBO) charges in e, atom by atom: number 1, C, carries -0.61; number 2, C, carries -0.39; number 3, C, carries -0.41; number 4, C, carries -0.45; number 5, C, carries -0.35; number 6, P, carries 0.31; number 7, C, carries -0.74; number 8, C, carries -0.46; number 9, C, carries -0.54; number 10, S, carries 0.12; number 11, S, carries 2.32; number 12, O, carries -0.77; number 13, O, carries -0.79; number 14, F, carries -0.40; number 15, H, carries 0.25; number 16, H, carries 0.19; number 17, H, carries 0.21; number 18, H, carries 0.24; number 19, H, carries 0.20; number 20, H, carries 0.21; number 21, H, carries 0.25; number 22, H, carries 0.25; number 23, H, carries 0.31; number 24, H, carries 0.23; number 25, H, carries 0.26; number 26, H, carries 0.05; number 27, H, carries -0.02; number 28, H, carries 0.02; number 29, H, carries 0.19; number 30, H, carries 0.21; number 31, H, carries 0.26; number 32, H, carries 0.25; number 33, H, carries 0.25; number 34, H, carries 0.26; number 35, H, carries 0.11; number 36, Tl, carries 0.99

(5)
Computed, not measured: a structure of composition C8H21MnNOP2S in a non-equilibrium geometry, with the ωB97M-V functional and the def2-TZVPD basis.

Calculated values
* net charge: +1
* multiplicity: 5
* expectation value of S²: 6.134
* frontier orbital gap (spin up / spin down): 5.679 / 5.812 eV
* energy relative to the best compared isomer or geometry (same formula, charge and spin): 1.859 eV

Geometry (Å):
Mn: -0.14298 -0.87381 -0.20282
H: 0.72196 1.42402 1.47237
H: -1.48052 2.44042 -0.39369
P: 0.06279 0.89347 2.62439
P: -0.63752 -0.40556 -2.47626
C: -0.30549 -2.12013 -3.06654
H: -0.53109 -2.27142 -4.13525
H: 0.75458 -2.36724 -2.88679
H: -0.91557 -2.82195 -2.47889
C: -2.42420 -0.13313 -2.76951
H: -2.67620 0.86418 -2.36070
H: -2.71658 -0.17754 -3.83196
H: -2.99238 -0.88014 -2.19152
C: 0.22356 0.69548 -3.65832
H: 1.32436 0.56634 -3.57557
H: -0.05509 0.55113 -4.72819
H: 0.00080 1.74837 -3.39713
C: -1.78175 0.85713 2.58237
H: -2.19278 1.18272 3.55773
H: -2.14175 1.53444 1.80352
H: -2.15916 -0.14020 2.38006
C: 0.61654 -0.72473 3.29665
H: 1.61357 -0.94777 2.91035
H: 0.66929 -0.68606 4.39443
H: -0.06066 -1.52984 3.02197
C: 0.60010 2.26170 3.67197
H: 0.22787 3.18833 3.23434
H: 0.27535 2.20638 4.75065
H: 1.69979 2.27014 3.64001
C: 1.59143 -1.68715 -0.22654
O: 1.40933 -2.75985 0.36515
H: -0.76317 1.92375 -0.42640
S: 2.82179 -0.63976 -0.89803
C: 4.22412 -1.43079 -0.24728
N: 5.13965 -2.01094 0.24539

List of natural (NBO) charges in e, atom by atom: number 1, Mn, carries 0.58; number 2, H, carries 0.05; number 3, H, carries 0.03; number 4, P, carries 1.23; number 5, P, carries 0.74; number 6, C, carries -0.94; number 7, H, carries 0.25; number 8, H, carries 0.26; number 9, H, carries 0.24; number 10, C, carries -0.94; number 11, H, carries 0.24; number 12, H, carries 0.25; number 13, H, carries 0.24; number 14, C, carries -0.94; number 15, H, carries 0.26; number 16, H, carries 0.26; number 17, H, carries 0.25; number 18, C, carries -0.94; number 19, H, carries 0.28; number 20, H, carries 0.27; number 21, H, carries 0.27; number 22, C, carries -0.94; number 23, H, carries 0.29; number 24, H, carries 0.28; number 25, H, carries 0.28; number 26, C, carries -0.97; number 27, H, carries 0.27; number 28, H, carries 0.27; number 29, H, carries 0.27; number 30, C, carries -0.05; number 31, O, carries -0.59; number 32, H, carries -0.05; number 33, S, carries 0.28; number 34, C, carries 0.01; number 35, N, carries -0.27

(6)
Computed, not measured: a cluster of 2 separate species, C8H21N2Si in total in a non-equilibrium geometry, with the ωB97M-V functional and the def2-TZVPD basis.

Calculated values
* net charge: +1
* frontier orbital gap (spin up / spin down): 7.235 / 7.234 eV
* energy relative to the best compared isomer or geometry (same formula, charge and spin): 4.706 eV

Geometry (Å):
C: 0.31225 0.96352 -1.81504
C: 0.06752 0.96685 -0.26636
C: -1.46268 -2.72145 0.33659
C: 3.82835 0.52459 -0.23348
C: -3.33335 0.55690 -0.07982
C: -1.68388 2.60983 1.78500
C: 0.74475 -1.72531 -0.16302
C: 1.65104 -0.55622 0.20382
N: -0.40304 -1.85870 0.76445
N: 2.69583 -0.41107 -0.63134
Si: -1.67505 1.33393 0.38366
H: -0.52392 1.09586 -2.36035
H: 0.72487 0.00722 -1.98222
H: 0.75350 1.71382 0.16790
H: -2.29702 -2.70454 0.90125
H: -1.92907 -2.38519 -0.56671
H: -1.07525 -3.65053 0.06474
H: 4.14439 0.43214 0.73298
H: 4.70785 0.17380 -0.71677
H: 3.51734 1.45685 -0.47835
H: -3.41376 -0.55058 -0.12777
H: -4.01309 0.90920 0.68851
H: -3.70685 1.03087 -0.91187
H: -1.87176 3.52477 1.30986
H: -2.24736 2.49030 2.78272
H: -0.63927 2.63186 2.17790
H: 1.27798 -2.64301 -0.10647
H: 0.15685 -1.60657 -1.15249
H: 1.92414 -0.59066 1.24315
H: -0.16052 -2.20146 1.70844
H: 2.73842 -0.58371 -1.65368
H: 1.19077 1.76668 -2.00522

List of natural (NBO) charges in e, atom by atom: number 1, C, carries -0.61; number 2, C, carries -0.92; number 3, C, carries -0.41; number 4, C, carries -0.40; number 5, C, carries -1.16; number 6, C, carries -1.18; number 7, C, carries -0.29; number 8, C, carries 0.20; number 9, N, carries -0.63; number 10, N, carries -0.55; number 11, Si, carries 1.83; number 12, H, carries 0.21; number 13, H, carries 0.18; number 14, H, carries 0.23; number 15, H, carries 0.21; number 16, H, carries 0.18; number 17, H, carries 0.18; number 18, H, carries 0.21; number 19, H, carries 0.22; number 20, H, carries 0.20; number 21, H, carries 0.28; number 22, H, carries 0.27; number 23, H, carries 0.26; number 24, H, carries 0.26; number 25, H, carries 0.29; number 26, H, carries 0.27; number 27, H, carries 0.22; number 28, H, carries 0.22; number 29, H, carries 0.22; number 30, H, carries 0.37; number 31, H, carries 0.42; number 32, H, carries 0.21

Which of these has the highest net charge? C8H21FO2PS2Tl

What is the net charge in the fifth record? +1